DFT (the ωB97M-V functional and the def2-TZVPD basis) results for C5H14N4O7Zn as an isolated structure.

Output
total charge	0
energy relative to the best compared isomer or geometry (same formula, charge and spin)	3.0	kcal per mole
HOMO energy	-6.018	eV

XYZ file:
```
31
Properties=species:S:1:pos:R:3:forces:R:3:mulliken_charge:R:1
Zn -0.03962 -0.45726 0.99208 -1.013 -0.011 1.607 1.029
C -0.33804 -0.68687 3.39815 0.124 0.317 -0.541 0.779
O -0.30825 -1.71253 2.55420 0.258 -0.443 -0.388 -0.698
O -0.30646 -0.77105 4.61981 -0.128 -0.097 -0.069 -0.700
O -0.36922 0.46991 2.72421 0.202 0.346 -0.034 -0.699
C -2.97886 -1.13457 -0.59798 -0.025 -0.302 0.504 0.480
O -1.99741 -0.85772 0.06717 0.331 0.295 -0.512 -0.565
N -2.93338 -1.60559 -1.88526 -0.624 -0.043 -0.255 -0.331
N -4.23837 -1.02020 -0.07514 0.572 -0.146 -0.681 -0.423
H -2.10269 -1.94064 -2.33092 0.262 0.031 0.400 0.159
H -3.78889 -1.93971 -2.29508 0.078 0.029 -0.065 0.169
H -4.33969 -0.35975 0.67465 -0.220 -0.190 0.164 0.251
H -5.00477 -1.32534 -0.64587 -0.327 0.370 0.312 0.163
C 0.50555 2.52652 -0.32659 0.223 -0.272 -0.552 0.496
O 0.09959 1.41387 -0.02997 -0.211 0.092 -0.202 -0.414
N -0.28162 3.42840 -0.97475 0.237 0.021 0.293 -0.435
N 1.79539 2.91360 -0.12128 0.010 0.157 -0.057 -0.318
H 0.13218 4.21901 -1.43107 -0.255 0.108 -0.006 0.165
H -1.23741 3.17363 -1.13906 0.001 0.044 -0.057 0.226
H 2.13420 3.81613 -0.39823 -0.014 0.000 0.088 0.158
H 2.45496 2.23909 0.21403 -0.113 -0.051 0.102 0.155
C 2.96913 -0.92824 0.22051 0.228 -0.694 0.010 -0.396
C 2.15771 -1.34751 -1.02005 0.311 0.218 -0.492 -0.477
O 0.73733 -1.34338 -0.80778 1.024 -0.089 0.074 -0.174
O 2.14412 -0.33822 1.20460 0.434 -0.016 -0.578 -0.394
H 3.78849 -0.26469 -0.06788 -0.179 0.143 -0.183 0.306
H 3.46256 -1.82953 0.59827 -0.210 0.078 0.350 0.299
H 2.47161 -2.34841 -1.32226 -0.025 -0.048 0.127 0.371
H 2.40691 -0.68847 -1.85874 -0.211 0.134 0.088 0.354
H 0.35846 -1.60773 -1.64790 -0.442 0.076 0.166 0.171
H 2.64650 0.30722 1.70812 -0.298 -0.058 0.387 0.290
```
Positions in Å, forces in eV/Å.